Entry 1:
C18H40BCl4CoO4 | wB97M-V/def2-TZVPD

Positions of all 68 atoms, in Å:
H  4.639  1.160  -0.030
C  0.111  5.284  1.598
H  4.819  -0.973  1.336
H  2.747  -2.324  0.570
C  2.457  5.189  1.044
H  -0.570  5.321  0.748
H  -0.097  0.672  0.397
H  -1.672  0.024  -0.076
H  -3.812  -1.549  -0.671
C  -3.454  -2.808  -3.206
O  1.897  3.927  0.820
H  -2.673  2.951  0.761
O  1.875  -0.529  -0.156
H  2.084  1.522  -0.483
H  0.650  -5.086  -2.941
H  2.940  0.541  -1.490
C  1.274  6.155  1.273
H  -2.589  -0.709  -3.459
H  -0.302  5.563  2.568
H  -0.570  1.120  4.261
Co  -0.059  -0.628  -1.015
C  -3.017  -2.258  -0.902
H  -1.468  0.512  1.629
C  0.276  -3.810  -0.571
C  2.659  0.597  -0.438
C  3.829  0.654  0.496
H  -2.644  -2.703  0.021
H  4.387  -1.123  -0.407
H  -3.128  -3.561  -3.924
H  1.503  6.880  2.054
B  -0.977  0.149  0.739
Cl  -2.922  0.548  4.241
H  1.115  -5.742  -0.758
C  1.386  -4.700  -0.925
H  -0.716  -0.876  0.951
H  3.678  1.045  1.502
H  2.266  -4.886  -2.960
C  4.052  -0.806  0.580
H  -4.298  -2.189  -3.511
Cl  -4.305  2.533  -0.676
H  3.119  5.135  1.907
H  -1.450  2.061  3.075
H  -0.672  -4.344  -0.629
H  0.435  -3.582  0.483
H  -1.505  -1.869  -3.665
H  0.941  3.547  2.623
H  -2.737  -4.238  -1.949
Cl  -4.652  3.241  2.137
H  -4.381  -3.839  -1.355
C  1.171  -2.962  -2.538
H  2.371  -4.535  -0.488
H  2.122  -1.054  1.774
H  0.072  3.133  1.181
C  -2.387  -1.699  -3.048
C  0.744  3.880  1.604
H  -3.366  1.484  1.390
C  -3.621  2.459  0.974
H  3.013  5.415  0.134
C  -1.520  1.619  4.069
C  1.403  -4.490  -2.425
H  2.085  -2.402  -2.341
O  -1.920  -1.667  -1.681
C  2.630  -1.273  0.835
H  0.721  -2.716  -3.500
H  0.961  6.780  0.437
O  0.335  -2.652  -1.442
Cl  -1.803  2.931  5.275
C  -3.479  -3.449  -1.827

Computed properties:
**<S²>**: 3.756
**2S+1**: 4
**E_LUMO (spin up / spin down)**: -3.5 / -4.2 eV
**Energy relative to the best compared isomer or geometry (same formula, charge and spin)**: 0.00 kJ/mol
**HOMO-LUMO gap (spin up / spin down)**: 8.5 / 7.8 eV
**Total charge**: +1
**Energy**: -4258.71001 Eh

---

Entry 2:
C18H40BeBrClF2MgN3O8P | wB97M-V/def2-TZVPD

Positions of all 76 atoms, in Å:
Cl  -2.386  -3.340  2.616
H  1.006  -2.566  -5.445
H  4.254  -1.110  2.049
O  4.327  2.307  -0.790
H  -1.355  -2.117  -4.738
O  2.984  0.896  -1.703
C  0.264  -2.174  -6.150
H  0.790  6.092  -0.686
H  1.607  -0.899  -4.012
C  -2.357  0.745  0.910
H  2.573  -0.236  0.077
O  2.122  0.313  2.193
H  -4.049  -0.989  3.028
H  5.118  -1.791  4.962
N  0.222  5.025  1.045
C  -1.234  1.883  1.274
Br  -1.302  -1.891  1.125
H  -0.652  -1.032  -1.940
O  2.283  2.860  -1.174
C  -0.364  -0.201  -4.601
Be  4.098  -4.219  2.489
H  -0.316  -1.162  6.714
H  -1.795  2.819  1.748
O  -3.902  -3.051  0.223
H  0.020  0.563  -5.287
H  1.014  -1.593  -1.712
C  -3.886  1.335  1.252
H  -0.041  -2.422  -2.860
H  -4.147  2.303  0.651
H  2.892  -2.437  2.397
N  -2.884  -0.324  4.790
C  2.199  -0.696  1.097
C  -3.706  -2.645  1.490
H  1.749  2.489  2.230
C  1.323  1.480  1.792
H  -0.359  1.803  3.408
H  5.477  -2.913  5.934
O  -0.912  4.932  0.561
H  -5.602  -1.996  2.603
F  3.498  -0.928  -6.873
H  -1.771  -1.589  7.647
C  0.703  -0.493  -3.543
C  -1.300  -1.636  6.661
O  5.299  -2.743  4.997
H  -0.725  2.196  0.261
H  1.306  1.485  0.601
C  3.392  -1.760  1.572
P  -5.057  -0.156  0.796
H  -1.175  -2.684  6.375
C  0.223  -1.442  -2.454
H  -2.410  0.455  -0.233
H  0.242  -0.968  -7.951
Mg  -1.602  4.096  3.260
H  -4.569  -0.541  -0.520
C  0.960  -1.329  -7.205
C  -0.838  -1.418  -5.404
H  1.717  -1.927  -7.728
O  0.586  4.571  2.136
C  -2.166  -0.919  5.638
C  1.247  5.749  0.245
H  3.780  -2.369  0.638
H  -2.203  -0.289  1.485
H  1.465  -0.464  -6.765
H  -1.238  0.248  -4.111
C  -4.676  -1.462  2.130
H  -0.183  -3.047  -6.641
N  3.198  2.021  -1.223
C  -0.218  1.240  2.389
H  -3.935  1.504  2.425
H  -1.591  -1.083  -6.128
F  -2.502  -1.295  -1.319
H  1.591  6.597  0.840
H  -0.344  0.082  2.564
H  2.060  5.050  0.041
H  1.163  -1.252  0.914
H  0.998  0.453  -3.076

Computed properties:
**E_LUMO**: -5.9 eV
**Energy relative to the best compared isomer or geometry (same formula, charge and spin)**: 579.97 kJ/mol
**HOMO-LUMO gap**: 1.3 eV
**Total charge**: 0
**Energy**: -5265.03509 Eh

---

Entry 3:
C18H40Br10O6 | wB97M-V/def2-TZVPD

Positions of all 74 atoms, in Å:
H  -21.167  2.330  8.988
H  -19.890  5.599  11.092
H  -15.796  5.619  14.412
Br  -23.231  4.502  5.602
H  -13.058  -1.530  9.033
O  -12.650  3.383  9.060
C  -21.013  0.325  10.738
H  -20.071  2.560  10.302
Br  -16.476  9.165  8.350
C  -17.330  8.642  6.599
C  -16.674  5.754  10.507
H  -17.380  6.552  10.276
H  -10.971  2.457  9.605
O  -14.001  2.862  13.206
H  -13.079  5.246  9.530
Br  -16.608  6.794  6.033
Br  -19.031  2.337  5.377
C  -13.610  -0.678  9.429
H  -11.382  4.727  10.077
H  -15.824  3.931  9.619
H  -12.855  0.957  7.683
O  -15.032  4.428  15.791
H  -13.498  4.891  13.508
H  -20.158  0.522  11.385
H  -22.918  3.801  10.298
H  -20.815  -0.017  9.722
H  -14.994  2.906  17.124
H  -13.928  2.599  15.850
H  -21.644  4.614  9.583
H  -15.805  1.407  11.017
C  -14.915  3.019  16.043
C  -12.148  4.727  9.302
H  -17.133  9.432  5.875
C  -16.481  0.802  11.622
C  -14.366  4.250  13.356
C  -15.435  4.591  14.436
H  -20.580  3.864  6.904
C  -21.842  3.932  10.410
Br  -19.311  8.633  6.934
C  -13.058  2.637  12.115
C  -20.189  4.909  11.881
H  -20.828  4.462  4.417
H  -13.730  2.562  11.260
H  -16.949  5.283  11.450
H  -14.504  -0.498  8.831
H  -11.300  0.358  8.041
H  -16.366  4.056  14.252
Br  -14.943  6.699  10.913
Br  -18.199  4.173  8.680
C  -21.450  3.763  4.977
C  -21.129  2.595  10.044
O  -21.697  1.513  10.764
H  -15.963  5.299  8.522
H  -19.560  4.020  11.928
O  -21.560  4.554  11.696
H  -12.383  1.784  12.181
H  -11.686  5.210  8.441
C  -16.443  4.789  9.357
C  -20.716  3.096  6.143
Br  -17.653  2.274  12.351
H  -11.040  2.848  7.914
Br  -15.616  -0.164  13.052
Br  -17.572  -0.364  10.342
H  -21.269  2.206  6.445
H  -20.028  5.364  12.859
H  -14.737  4.554  12.378
H  -21.586  -0.407  11.308
H  -15.703  2.371  15.657
H  -14.168  -0.970  10.319
C  -11.626  2.433  8.735
C  -12.104  0.955  8.472
H  -21.581  3.063  4.152
O  -12.720  0.372  9.634
H  -12.439  3.504  11.883

Computed properties:
**E_LUMO**: -0.9 eV
**HOMO-LUMO gap**: 8.5 eV
**Total charge**: 0
**Energy**: -26901.16833 Eh

---

Entry 4:
C18H40Cl10N4O4 | wB97M-V/def2-TZVPD

Positions of all 76 atoms, in Å:
H  0.059  2.097  -2.013
H  1.088  1.720  1.260
C  -4.495  2.685  -2.126
C  -3.321  -2.943  1.587
C  -3.918  1.390  -2.736
N  -4.884  0.239  0.821
H  6.736  -0.422  -0.196
N  -3.693  -3.703  2.608
O  -0.806  -0.570  -3.281
H  -5.332  0.490  -0.049
Cl  2.758  0.941  -0.456
H  0.687  0.305  6.326
Cl  1.954  -5.606  -2.181
H  -5.556  2.613  -1.889
H  3.033  0.392  6.744
H  -4.329  -0.604  0.817
Cl  -1.398  3.741  -1.369
C  -0.197  -2.758  -3.677
C  2.969  -4.484  -1.238
H  5.499  0.666  0.331
Cl  7.363  0.887  1.633
H  0.965  0.052  -5.068
Cl  6.120  3.235  -0.539
H  1.777  0.231  1.641
H  -4.071  2.876  -1.140
H  6.583  1.279  -1.829
C  2.544  1.336  6.501
H  0.703  1.919  5.552
Cl  -1.284  1.011  0.565
C  2.364  -3.107  -0.918
H  -2.622  -0.085  -2.382
C  -4.076  1.051  3.057
Cl  0.803  5.459  -3.479
H  3.261  -4.979  -0.312
H  -4.352  1.686  3.898
H  0.703  -3.335  -3.889
H  0.038  -0.906  0.546
H  8.014  1.905  -0.971
C  1.093  4.011  -2.499
H  1.500  -1.558  -5.164
C  -0.088  -1.285  -3.941
C  0.104  0.103  0.139
C  6.942  1.719  -0.899
C  1.433  0.804  0.780
H  -2.759  1.062  -1.161
C  -1.873  -2.768  1.385
H  -1.679  -2.551  0.335
C  1.277  1.012  5.744
H  -0.225  -2.740  -2.587
H  3.222  2.033  6.007
C  6.558  0.618  0.077
C  -0.143  3.036  -2.527
Cl  1.788  0.224  4.218
H  -4.255  0.100  3.558
H  -1.359  -1.973  1.925
O  -4.144  -2.503  0.800
H  1.984  3.519  -2.888
H  0.150  0.006  -0.946
H  3.938  -4.497  -1.737
H  3.021  -2.486  -0.308
Cl  0.931  -3.336  0.166
N  -3.211  0.606  -1.940
H  -1.087  -3.284  -4.022
O  -5.291  2.352  1.446
H  -4.692  -3.771  2.743
H  -0.550  2.882  -3.526
H  1.251  4.495  -1.535
N  0.825  -0.908  -4.788
H  1.975  -2.733  -1.864
H  -3.034  -4.315  3.068
C  -4.793  1.263  1.715
H  -4.291  3.569  -2.729
O  -3.972  1.196  -3.972
H  -2.990  1.124  2.994
H  -1.319  -3.670  1.647
Cl  2.075  1.939  8.134

Computed properties:
**<S²>**: 0.755
**2S+1**: 2
**E_LUMO (spin up / spin down)**: -3.0 / -7.8 eV
**HOMO-LUMO gap (spin up / spin down)**: 8.9 / 4.1 eV
**Total charge**: +1
**Energy**: -5831.49869 Eh